A 13-piece molecular cluster, H26O13 overall, computed with ωB97M-V with the def2-TZVPD basis set.

Atoms and positions in Å:
1 H 0.987 2.972 -1.563
2 O -1.200 -0.593 2.154
3 O -0.836 -2.956 0.939
4 H 2.008 0.557 2.411
5 H -1.012 -0.240 -3.366
6 O 1.481 2.537 -0.866
7 H -2.660 2.799 -0.326
8 O -2.987 -0.538 -1.772
9 H 0.021 -3.367 -0.464
10 H 2.087 -2.841 0.042
11 H -0.341 -1.548 -4.009
12 O 1.603 -0.297 2.222
13 H 1.874 1.778 -1.251
14 H -0.865 -3.808 1.349
15 H -1.076 1.507 -0.166
16 O 0.789 -3.774 -0.943
17 H -3.790 -1.003 -1.571
18 H -2.178 2.065 2.468
19 H -0.344 -0.618 2.592
20 O 1.960 2.468 1.686
21 H -1.753 3.293 0.893
22 H 1.690 -0.965 -1.068
23 H 1.855 -0.610 1.335
24 H 1.032 -0.466 -2.423
25 H 0.069 0.527 -0.658
26 H 2.236 3.314 1.347
27 O 2.446 -1.942 0.213
28 H 0.538 -3.562 -1.849
29 H 1.648 1.876 0.989
30 O -1.735 2.907 2.514
31 O 1.433 -0.175 -1.580
32 H 3.328 -2.238 0.438
33 H -1.247 -2.186 1.384
34 O -1.813 3.142 -0.070
35 H -2.448 -0.586 -0.970
36 O -0.820 0.575 -0.265
37 H -0.984 -0.082 1.356
38 H -0.790 2.750 2.509
39 O -0.204 -0.672 -3.662

**LUMO level**: 0.20 eV

So, what does the Löwdin scheme give us? The charges, in e, come out as:
1 H 0.066
2 O -0.077
3 O -0.052
4 H 0.022
5 H 0.049
6 O -0.036
7 H 0.047
8 O -0.056
9 H 0.008
10 H 0.047
11 H 0.054
12 O -0.057
13 H 0.001
14 H 0.049
15 H 0.008
16 O -0.079
17 H 0.026
18 H 0.051
19 H 0.023
20 O -0.065
21 H -0.002
22 H 0.017
23 H 0.010
24 H 0.020
25 H 0.007
26 H 0.039
27 O -0.059
28 H 0.044
29 H 0.004
30 O -0.018
31 O -0.079
32 H 0.077
33 H 0.024
34 O -0.057
35 H 0.008
36 O -0.076
37 H -0.013
38 H 0.054
39 O -0.027